The following is a DFT calculation (ωB97M-V/def2-TZVPD) of a molecular structure, CHBrINO2.

XYZ file:
```
7
Properties=species:S:1:pos:R:3:forces:R:3:lowdin_charge:R:1
C -0.310 -0.088 -0.411 1.836 -0.760 -4.766 -1.207
N 0.713 0.163 0.617 -2.642 -1.197 0.913 -0.585
O 1.655 0.759 0.269 2.876 1.748 -0.669 0.097
O 0.455 -0.279 1.702 0.432 -0.068 1.413 0.008
Br -1.478 1.390 -0.695 0.310 0.628 0.047 0.639
I -1.539 -1.745 -0.007 0.238 -0.466 -0.131 0.869
H 0.503 -0.200 -1.475 -3.051 0.115 3.193 0.177
```
Positions in Å, forces in eV/Å.

The highest occupied orbital energy comes out at -10.030 eV. The energy above the lowest of the compared OMol25 structures with the same formula, charge and spin is 0.736 eV. As for the total energy: -84776.9768 eV.